Entry 1:
Computed, not measured: C45H56IrN6O8S as an isolated structure, with ωB97M-V/def2-TZVPD.

Computed properties:
Orbital gap in eV: 7.00
ΔE to the lowest compared entry with this formula, charge and spin in eV: 0.000
Net charge: -1

Last column: Löwdin charge in e.
Cartesian coordinates (Å):
Ir: 0.3668 0.3665 -0.6439  1.480
C: -2.7255 -1.4950 -4.4005  -0.066
C: -2.2014 -0.3484 -3.5280  -0.353
C: -2.0906 0.9106 -4.3921  -0.055
C: -3.1229 -0.1226 -2.3438  -0.120
C: -4.4417 0.2344 -2.6387  -0.055
C: -5.3808 0.4546 -1.6539  -0.082
C: -4.9909 0.3671 -0.3276  -0.040
C: -3.6913 0.0310 0.0197  -0.122
C: -3.3400 0.0449 1.5001  -0.357
C: -4.1615 -0.9715 2.2931  -0.058
C: -3.5016 1.4545 2.0727  -0.049
C: -2.7482 -0.2734 -0.9987  -0.132
N: -1.4539 -0.6952 -0.5851  -0.027
C: -1.3920 -1.7730 0.2125  -0.517
O: -2.2396 -2.6656 0.3473  0.014
C: -0.1650 -1.7767 1.1025  -0.155
C: 0.0999 -2.6593 2.1319  0.021
C: 1.2280 -2.4312 2.9153  -0.036
C: 2.0617 -1.3465 2.6712  0.023
C: 1.7537 -0.5056 1.6182  -0.153
N: 0.6559 -0.7525 0.9089  -0.029
C: 2.4838 0.7800 1.2618  -0.502
O: 3.4025 1.1515 1.9864  0.047
N: 1.9427 1.4322 0.2147  -0.024
C: 2.1269 2.8414 0.1272  -0.145
C: 2.8429 3.4313 -0.9322  -0.120
C: 2.8327 4.8195 -1.0503  -0.047
C: 2.1903 5.6302 -0.1320  -0.094
C: 1.5527 5.0455 0.9457  -0.059
C: 1.4993 3.6626 1.0898  -0.129
C: 0.8054 3.1051 2.3227  -0.354
C: -0.5933 3.6850 2.5424  -0.060
C: 1.6768 3.3386 3.5614  -0.055
C: 3.7260 2.6806 -1.9172  -0.360
C: 2.9749 1.8486 -2.9546  -0.060
C: 4.8069 1.8644 -1.2054  -0.052
H: -2.0134 -1.7271 -5.1937  0.066
H: -3.6618 -1.2074 -4.8864  0.072
H: -2.9000 -2.3943 -3.8140  0.074
H: -1.2108 -0.6081 -3.1533  0.104
H: -3.0461 1.1270 -4.8778  0.068
H: -1.3446 0.7620 -5.1772  0.085
H: -1.7953 1.7903 -3.8292  0.054
H: -4.7371 0.3246 -3.6765  0.102
H: -6.4015 0.7046 -1.9161  0.093
H: -5.7094 0.5781 0.4564  0.108
H: -2.2892 -0.2126 1.6141  0.116
H: -5.2288 -0.7400 2.2458  0.071
H: -3.8674 -0.9573 3.3456  0.077
H: -4.0065 -1.9753 1.8986  0.070
H: -4.5382 1.7965 2.0098  0.078
H: -2.8732 2.1552 1.5267  0.041
H: -3.2003 1.4760 3.1231  0.080
H: -0.5715 -3.4900 2.2953  0.119
H: 1.4552 -3.1056 3.7315  0.104
H: 2.9401 -1.1337 3.2636  0.121
H: 3.3713 5.2707 -1.8764  0.104
H: 2.2085 6.7077 -0.2434  0.096
H: 1.0819 5.6748 1.6919  0.103
H: 0.6829 2.0306 2.1859  0.115
H: -0.5743 4.7727 2.6398  0.072
H: -1.0203 3.2829 3.4647  0.079
H: -1.2528 3.4177 1.7196  0.028
H: 1.7949 4.4101 3.7473  0.076
H: 2.6624 2.8958 3.4267  0.067
H: 1.2085 2.8949 4.4441  0.076
H: 4.2416 3.4714 -2.4736  0.115
H: 2.4629 1.0080 -2.4980  0.033
H: 3.6876 1.4510 -3.6827  0.078
H: 2.2329 2.4485 -3.4841  0.076
H: 4.3747 1.0250 -0.6683  0.053
H: 5.3631 2.4860 -0.5009  0.082
H: 5.5079 1.4639 -1.9437  0.075
C: 0.3298 -3.0144 -4.1988  -0.026
C: 0.5056 -2.5756 -2.7735  -0.317
N: -0.2246 -2.9447 -1.7961  0.053
O: -1.3658 -3.6429 -2.1620  -0.052
C: 1.7234 -1.8498 -2.4062  -0.277
C: 3.0051 -2.3279 -3.0292  -0.034
N: 1.7718 -1.0231 -1.3840  -0.213
O: 2.9075 -0.8849 -0.8034  -0.171
H: -0.6372 -3.4821 -4.3514  0.061
H: 1.1106 -3.7361 -4.4487  0.081
H: 0.4436 -2.1670 -4.8780  0.087
H: -1.8714 -3.6182 -1.3231  0.072
H: 3.0969 -3.4167 -2.9811  0.082
H: 3.8480 -1.8831 -2.5116  0.066
H: 3.0370 -2.0432 -4.0857  0.079
C: -9.8749 1.9416 -3.2249  -0.051
C: -8.4728 2.4726 -3.1005  -0.277
C: -8.0872 3.2027 -1.9764  -0.039
C: -6.8074 3.7145 -1.8660  -0.049
C: -5.9012 3.4957 -2.8934  -0.295
C: -6.2566 2.7726 -4.0178  -0.061
C: -7.5417 2.2583 -4.1112  -0.037
S: -4.3053 4.2378 -2.8115  0.635
O: -4.4611 5.6301 -2.4834  -0.294
O: -3.5994 3.9005 -4.0188  -0.295
N: -3.6818 3.5161 -1.4715  -0.092
C: -2.5420 4.2048 -0.8462  -0.193
C: -1.1776 3.9449 -1.4776  -0.049
C: -0.6770 2.5543 -1.2226  -0.610
O: -0.8465 2.0034 -0.0863  -0.098
O: -0.0411 1.8982 -2.0914  -0.084
H: -10.3166 1.7614 -2.2452  0.075
H: -9.8934 1.0078 -3.7864  0.077
H: -10.5128 2.6563 -3.7498  0.083
H: -8.7985 3.3621 -1.1744  0.113
H: -6.5021 4.2749 -0.9923  0.121
H: -5.5241 2.6128 -4.7977  0.112
H: -7.8236 1.6800 -4.9833  0.115
H: -3.5821 2.5062 -1.5903  0.095
H: -2.5252 3.9064 0.1990  0.092
H: -2.7697 5.2687 -0.8776  0.113
H: -0.4450 4.6107 -1.0077  0.124
H: -1.1748 4.1432 -2.5489  0.126

Force components x, y, z for each atom (eV/Å):
-0.1 0.2 0.2
0.0 0.0 0.0
0.0 0.0 0.0
0.1 0.0 -0.1
0.0 0.0 0.0
0.1 0.0 0.0
-0.1 0.0 0.1
0.0 0.0 0.0
0.1 0.0 0.0
0.0 0.1 0.0
0.0 0.0 0.0
0.0 0.0 0.0
-0.1 -0.1 0.2
0.1 -0.1 -0.5
0.1 0.0 0.0
0.0 0.0 0.1
-0.1 -0.2 0.1
0.0 0.0 -0.1
0.0 0.0 0.0
0.0 0.0 0.0
0.0 -0.1 0.0
0.0 0.2 0.0
0.0 0.0 0.0
0.0 0.0 0.0
0.2 -0.1 0.0
-0.1 0.0 0.0
0.0 0.0 0.0
0.0 0.0 0.0
0.0 0.0 0.0
0.0 0.0 0.0
0.0 0.0 0.0
0.0 0.0 0.0
0.0 0.0 0.0
0.0 0.0 0.0
0.0 0.0 0.0
0.0 0.0 0.0
0.0 0.0 0.0
0.0 0.0 0.0
0.0 0.0 0.0
0.0 -0.1 0.0
0.0 0.0 0.1
0.0 0.0 0.0
0.0 0.0 0.0
0.0 0.0 0.1
0.0 0.0 0.0
0.0 0.0 0.0
0.0 0.0 0.0
0.0 0.0 0.0
0.0 0.0 0.0
0.0 0.0 0.0
0.0 0.0 0.0
0.0 0.0 0.0
0.0 0.0 0.0
0.0 0.0 0.0
0.0 0.0 0.0
0.0 0.0 0.0
0.0 0.0 0.0
0.0 0.0 0.0
0.0 0.0 0.0
0.0 0.0 0.0
0.0 0.0 0.0
0.0 0.0 0.0
0.0 0.0 0.0
0.1 0.1 0.1
0.0 0.0 0.0
0.0 0.0 0.0
0.0 0.0 0.0
0.0 0.0 0.0
0.0 0.0 0.0
0.0 0.0 0.0
0.0 0.0 0.0
0.0 -0.1 0.0
0.0 0.0 0.0
0.0 0.0 0.0
-0.1 0.1 0.0
0.1 0.1 -0.2
0.0 0.0 0.0
-0.2 -0.1 0.2
0.0 0.1 0.2
0.0 0.0 0.0
-0.1 -0.1 -0.2
0.1 0.1 0.0
0.0 0.0 0.0
0.0 0.0 0.0
0.0 0.0 0.0
0.0 0.0 -0.2
0.0 0.0 0.0
0.0 0.0 0.0
0.0 0.0 0.0
0.0 0.0 0.0
0.0 0.0 0.0
0.0 0.0 0.0
0.0 0.0 0.0
-0.1 0.1 -0.1
0.0 0.0 0.0
0.0 0.0 0.0
0.1 0.0 0.1
0.0 0.0 0.0
-0.1 -0.1 0.0
0.1 0.1 -0.2
-0.1 0.1 0.1
-0.1 -0.1 0.0
-0.1 0.0 -0.1
0.0 0.1 -0.1
0.0 0.0 -0.1
0.0 0.0 0.0
0.0 0.0 0.0
0.0 0.0 0.0
0.0 0.0 0.0
0.0 0.0 0.0
0.0 0.0 0.0
0.0 0.0 0.0
0.0 0.1 0.0
0.0 0.0 0.0
0.0 0.0 0.0
0.0 0.0 0.0
0.0 0.0 0.0

=====

Entry 2:
Computed, not measured: C45H56N4PtS5Si as an isolated structure, with ωB97M-V/def2-TZVPD.

Computed properties:
Orbital gap (alpha / beta) in eV: 4.79 / 4.94
Multiplicity: 5
Net charge: 0

Last column: Löwdin charge in e.
Cartesian coordinates (Å):
Pt: 0.1376 0.1433 -0.2247  1.326
C: -2.5615 -2.6740 4.6744  -0.078
C: -2.5605 -1.1471 4.5431  -0.190
C: -2.3830 -0.6919 3.1294  -0.157
C: -3.3353 -0.3058 2.2310  -0.156
C: -4.8167 -0.2226 2.4132  -0.189
C: -5.5529 -1.4352 1.8310  -0.075
C: -2.6424 0.0175 1.0086  -0.226
N: -1.3027 -0.1808 1.1746  -0.051
C: -1.1217 -0.6137 2.4442  -0.195
C: 0.1371 -0.9265 3.0279  0.047
C: 1.3359 -0.7846 2.4266  -0.203
C: 2.6371 -1.0719 3.0672  -0.119
C: 2.7835 -1.6149 4.4506  -0.185
C: 2.5766 -3.1332 4.5036  -0.075
C: 3.5889 -0.7898 2.1693  -0.119
C: 2.9071 -0.3240 0.9421  -0.202
C: 3.5571 0.0555 -0.1987  0.036
C: 2.9382 0.5012 -1.3754  -0.197
N: 1.5931 0.6307 -1.5594  -0.043
C: 1.4071 1.0693 -2.8310  -0.188
C: 0.1496 1.3509 -3.4251  0.047
C: -1.0473 1.2619 -2.8066  -0.202
N: -1.2691 0.8633 -1.5073  -0.072
C: -2.6106 0.8456 -1.3075  -0.222
C: -3.2590 0.4664 -0.1647  0.031
C: -3.2964 1.3016 -2.5366  -0.113
C: -2.3482 1.5609 -3.4441  -0.112
C: -2.5006 2.0337 -4.8535  -0.181
C: -2.4812 0.8853 -5.8680  -0.080
C: -4.7808 1.3616 -2.6858  -0.179
C: -5.3882 -0.0266 -2.9251  -0.076
C: 2.6741 1.2323 -3.4873  -0.136
C: 3.6309 0.8801 -2.5809  -0.132
C: 5.1143 0.8342 -2.7674  -0.192
C: 5.6268 -0.5821 -3.0508  -0.081
C: 2.8604 1.7276 -4.8871  -0.193
C: 2.8131 3.2561 -4.9793  -0.085
N: 1.5616 -0.3486 1.1364  -0.062
C: 5.0702 -0.9396 2.2910  -0.185
C: 5.5865 -2.2127 1.6094  -0.076
H: -2.6636 -2.9797 5.7164  0.072
H: -1.6375 -3.0998 4.2796  0.068
H: -3.3882 -3.1047 4.1081  0.070
H: -1.7680 -0.7269 5.1680  0.109
H: -3.4984 -0.7479 4.9335  0.106
H: -5.1907 0.6915 1.9441  0.109
H: -5.0439 -0.1357 3.4773  0.106
H: -5.3155 -1.5649 0.7738  0.066
H: -6.6333 -1.3220 1.9288  0.072
H: -5.2560 -2.3486 2.3478  0.070
H: 0.1238 -1.2923 4.0452  0.103
H: 2.0626 -1.1262 5.1101  0.109
H: 3.7745 -1.3662 4.8333  0.105
H: 1.5863 -3.4042 4.1355  0.070
H: 2.6770 -3.5046 5.5238  0.073
H: 3.3116 -3.6424 3.8794  0.069
H: 4.6370 0.0082 -0.1987  0.100
H: 0.1602 1.6724 -4.4573  0.103
H: -4.3382 0.5275 -0.1591  0.103
H: -1.6977 2.7380 -5.0839  0.109
H: -3.4358 2.5884 -4.9452  0.106
H: -1.5546 0.3145 -5.7964  0.066
H: -2.5740 1.2646 -6.8863  0.073
H: -3.3076 0.1975 -5.6845  0.064
H: -5.0334 2.0216 -3.5173  0.106
H: -5.2232 1.8028 -1.7889  0.112
H: -4.9945 -0.4630 -3.8442  0.068
H: -6.4739 0.0305 -3.0093  0.074
H: -5.1421 -0.7051 -2.1071  0.059
H: 5.6091 1.2318 -1.8773  0.110
H: 5.3914 1.4926 -3.5928  0.105
H: 5.3633 -1.2624 -2.2398  0.065
H: 6.7114 -0.5911 -3.1673  0.071
H: 5.1802 -0.9741 -3.9654  0.078
H: 2.0925 1.2977 -5.5349  0.108
H: 3.8171 1.3670 -5.2697  0.106
H: 1.8639 3.6386 -4.6003  0.070
H: 2.9308 3.5932 -6.0101  0.070
H: 3.6100 3.6996 -4.3805  0.075
H: 5.3453 -0.9554 3.3466  0.105
H: 5.5611 -0.0667 1.8530  0.111
H: 5.1402 -3.0978 2.0635  0.070
H: 6.6704 -2.2903 1.7005  0.073
H: 5.3306 -2.2217 0.5492  0.066
C: 1.1572 5.7241 1.6187  -0.380
S: -0.4082 6.4987 2.1027  0.850
C: -1.2683 5.2049 2.8861  -0.988
C: -1.5157 3.9080 2.4102  -1.122
S: -1.0413 3.2702 0.9587  0.745
S: -2.4808 2.9235 3.5078  0.925
C: -2.7480 4.0991 4.7438  -1.495
S: -3.7192 3.8757 6.0280  0.595
S: -1.9712 5.6197 4.3988  0.933
H: 1.7235 6.5179 1.1353  0.036
H: 0.9861 4.9141 0.9171  -0.020
H: 1.6898 5.3804 2.5017  0.048
C: -3.4631 -3.8550 -2.6282  -0.183
Si: -1.6849 -3.5940 -3.1425  0.377
C: -0.8008 -5.2364 -3.1959  -0.194
C: -1.6761 -2.8207 -4.8450  -0.185
C: -0.8691 -2.4804 -1.9714  -0.239
C: -0.3096 -1.7445 -1.1739  -0.182
H: -3.9542 -4.5883 -3.2733  0.029
H: -4.0203 -2.9174 -2.6950  0.008
H: -3.5271 -4.2095 -1.5976  0.030
H: -1.2771 -5.9150 -3.9082  0.027
H: -0.8098 -5.7109 -2.2128  0.029
H: 0.2415 -5.1049 -3.4928  0.029
H: -2.0717 -3.5145 -5.5916  0.030
H: -0.6661 -2.5340 -5.1451  0.032
H: -2.2969 -1.9219 -4.8545  0.004

Force components x, y, z for each atom (eV/Å):
-0.1 -0.2 -0.1
0.0 0.0 0.0
0.0 0.0 0.0
0.1 -0.1 0.0
0.0 0.0 -0.1
0.0 0.0 0.0
0.0 0.0 0.0
0.0 -0.1 0.0
0.0 0.1 0.1
0.0 0.0 0.1
-0.1 0.0 0.1
0.2 -0.1 -0.1
-0.1 0.0 0.0
0.0 -0.1 0.0
0.0 0.0 0.0
0.1 0.1 -0.1
-0.1 -0.1 0.1
0.1 0.1 -0.1
0.1 -0.1 0.0
0.0 0.0 0.0
0.0 0.1 0.0
0.1 0.0 -0.1
-0.2 -0.1 0.1
0.0 0.2 0.0
0.1 0.0 -0.2
-0.1 0.0 0.1
-0.1 -0.1 0.1
0.2 0.0 0.0
0.0 -0.1 0.0
0.0 0.0 0.0
0.0 -0.1 0.0
0.0 0.0 0.0
-0.1 0.0 -0.1
0.1 0.0 0.1
0.0 0.0 0.0
0.0 0.0 0.0
0.0 0.0 0.0
0.0 0.0 0.0
0.1 0.0 0.1
0.0 0.0 -0.1
0.0 0.0 0.0
0.0 0.0 0.0
0.0 0.0 0.0
0.0 0.0 0.0
0.0 0.0 0.0
0.0 0.0 0.0
0.0 0.0 0.0
0.0 0.0 0.0
0.0 0.0 0.0
0.0 0.0 0.0
0.0 0.0 0.0
0.0 0.0 0.0
0.0 0.0 0.0
0.0 0.0 0.0
0.0 0.0 0.0
0.0 0.0 0.0
0.0 0.0 0.0
0.0 0.0 0.0
0.0 0.0 0.0
0.0 0.0 0.0
0.0 0.0 0.0
0.0 0.0 0.0
0.0 0.0 0.0
0.0 0.0 0.0
0.0 0.0 0.0
0.0 0.0 0.0
0.0 0.0 0.0
0.0 0.0 0.0
0.0 0.0 0.0
0.0 0.0 0.0
0.0 0.0 0.0
0.0 0.0 0.0
0.0 0.0 0.0
0.0 0.0 0.0
0.0 0.0 0.0
0.0 0.0 0.0
0.0 0.0 0.0
0.0 0.0 0.0
0.0 0.0 0.0
0.0 0.0 0.0
0.0 0.0 0.0
0.0 0.0 0.0
0.0 0.0 0.0
0.0 0.0 0.0
0.0 0.0 0.0
0.0 0.0 0.0
0.0 -0.1 -0.1
0.0 0.0 0.1
0.1 0.0 0.0
-0.1 0.0 -0.1
0.1 -0.1 0.0
-0.4 0.1 -0.3
0.1 0.0 0.2
0.1 0.0 0.1
0.0 0.0 0.0
0.0 0.1 0.0
0.0 0.0 0.0
-0.1 0.0 0.0
0.0 0.0 0.0
0.0 -0.1 0.0
0.0 0.0 -0.1
0.2 0.0 0.2
0.1 0.1 0.0
0.0 0.0 0.0
0.0 0.0 0.0
0.0 0.0 0.0
0.0 0.0 0.0
0.0 0.0 0.0
0.0 0.0 0.0
0.0 0.0 0.0
0.0 0.0 0.0
0.0 0.0 0.0

=====

So what do the calculations give for calculated total energy? Going down the list: -86572.337; -118834.256 eV.